1.
CHClNO2P | the ωB97M-V functional and the def2-TZVPD basis

```
7
Properties=species:S:1:pos:R:3:forces:R:3
C 0.17606 0.63627 -0.93943 2.3 -0.4 -0.4
N -1.02230 -0.85700 1.41274 4.1 -0.1 -0.8
O -0.71167 1.33299 -1.16305 -2.6 1.5 -0.6
O 1.55035 -0.77322 0.85010 1.5 -0.4 0.0
P 0.18257 -0.51747 0.48850 -1.6 -0.8 2.4
Cl 1.73944 0.86260 -1.78539 -0.4 -0.5 0.4
H -1.91444 -0.68418 1.13654 -3.3 0.7 -1.0
```
Forces are in eV/Å.

## Properties
- E_HOMO: -11.277 eV
- LUMO energy: -1.521 eV
- Energy: -28448.5996 eV
- ΔE to the lowest compared entry with this formula, charge and spin: 1.308 eV

These are the Löwdin partial charges, in e, on atoms 1 to 4: C -0.895; N -0.102; O 0.062; O -0.310

---

2.
CHDyO2 | the ωB97M-V functional and the def2-TZVPD basis

```
5
Properties=species:S:1:pos:R:3:forces:R:3
O 0.47188 -1.64598 -0.22593 3.4 4.1 0.7
C -1.44217 1.87240 -0.07145 -0.9 0.3 -0.1
O -0.33676 1.61570 0.02953 1.4 -0.7 0.1
Dy 1.68263 0.07320 0.14431 -3.1 -3.3 -1.0
H -0.37559 -1.91532 0.12353 -0.8 -0.4 0.2
```
Forces are in eV/Å.

## Properties
- E_HOMO (spin up / spin down): -21.757 / -21.681 eV
- LUMO energy (spin up / spin down): -11.912 / -13.518 eV
- ⟨S²⟩: 9.3724
- Energy: -29210.7168 eV
- Multiplicity: 6
- Net charge: +2

These are the Löwdin partial charges, in e, on atoms 1 to 4: O -0.369; C 0.208; O -0.101; Dy 2.223

---

3.
CHErO5 | the ωB97M-V functional and the def2-TZVPD basis

```
8
Properties=species:S:1:pos:R:3:forces:R:3
O 1.46832 0.93019 0.63349 3.8 -1.1 -1.4
O 0.50317 -0.84218 -0.49028 -0.3 0.8 -0.2
O 0.70280 -0.24052 0.78080 2.3 -0.5 2.4
C -0.80139 0.12869 -0.28002 -3.4 0.9 -4.2
O -0.90193 1.06793 -0.99752 1.3 -1.4 1.7
O -1.69546 -0.50952 0.42544 1.6 -0.6 0.4
Er 3.31189 -0.19119 -0.15962 -5.1 1.6 1.4
H -2.58741 -0.34341 0.08771 -0.2 0.4 -0.1
```
Forces are in eV/Å.

## Properties
- E_HOMO (spin up / spin down): -18.628 / -18.607 eV
- LUMO energy (spin up / spin down): -12.657 / -12.672 eV
- ⟨S²⟩: 3.7533
- Energy: -38883.7497 eV
- Multiplicity: 4
- Net charge: +2

These are the Löwdin partial charges, in e, on atoms 1 to 4: O -0.260; O -0.056; O -0.221; C -0.480

---

4.
CHF24O3P4V | the ωB97M-V functional and the def2-TZVPD basis

```
34
Properties=species:S:1:pos:R:3:forces:R:3
V 0.10707 -0.26617 -0.04090 2.1 -0.2 -1.8
O 3.05799 -2.23056 -1.86253 2.7 -1.9 -1.4
C 2.09647 -1.64917 -1.25576 -2.0 6.5 -0.9
O 1.86028 -0.42543 -1.41749 1.3 2.0 -0.9
O 1.29476 -2.20660 -0.58562 -3.6 -5.4 4.1
H 2.90301 -3.13143 -1.56926 0.4 -0.7 -0.2
P -2.36795 -1.03234 1.70363 -1.7 1.3 0.2
F -2.01177 0.19476 0.62394 -0.1 -1.2 0.7
F -3.77372 -0.25487 1.98506 0.3 -0.3 0.2
F -3.08058 -1.94714 0.58928 0.4 0.9 -1.2
F -2.79342 -2.24936 2.64439 0.8 -0.1 1.9
F -0.90294 -1.65281 1.34368 -0.4 -0.5 0.5
F -1.67635 -0.17941 2.95794 -0.6 -1.0 -1.3
P -2.00459 -0.92788 -2.89790 -0.3 -0.7 -0.2
F -0.85507 -1.51717 -3.94365 -0.3 -0.5 0.6
F -3.01099 -2.10517 -3.39761 -0.2 0.0 0.1
F -1.52365 -1.88148 -1.68665 0.4 -0.1 -0.1
F -3.15823 -0.30050 -1.89906 0.7 -0.3 -1.0
F -0.91915 0.14935 -2.46196 0.3 0.8 1.0
F -2.49278 -0.00037 -4.09797 -0.6 0.7 -0.4
P 0.05597 3.02562 0.00982 -1.5 1.1 -3.5
F 1.43082 3.53212 0.71221 -1.7 0.3 -0.6
F -0.18187 4.35402 -1.01263 1.1 -0.3 1.4
F 0.89806 2.32379 -1.21525 0.8 0.4 1.2
F -1.22415 2.36028 -0.78939 -0.7 0.6 0.8
F 0.03627 1.67415 0.87189 0.6 -0.2 0.9
F -0.94710 3.76589 1.08623 1.2 -0.5 -0.3
P 2.74873 0.32574 2.24895 0.8 3.0 -1.4
F 2.66982 1.20245 0.85359 0.4 -1.2 0.5
F 1.26204 -0.23170 1.90124 -0.1 -1.1 0.1
F 3.48017 -0.92445 1.45309 -0.5 0.9 0.8
F 2.80237 -0.51851 3.63065 0.0 0.4 -0.5
F 4.17810 1.09789 2.54230 0.0 -1.3 0.3
F 2.04222 1.62652 2.97559 0.0 -1.1 0.5
```
Forces are in eV/Å.

## Properties
- E_HOMO (spin up / spin down): 0.090 / -1.293 eV
- LUMO energy (spin up / spin down): 7.006 / 7.004 eV
- ⟨S²⟩: 3.7528
- Energy: -135285.3973 eV
- Multiplicity: 4
- Net charge: -3
- ΔE to the lowest compared entry with this formula, charge and spin: 0.000 eV

These are the Löwdin partial charges, in e, on atoms 1 to 4: V 1.073; O 0.165; C -0.932; O -0.061